#P
{
  "formula": "C2H4S4",
  "method": "wB97M-V/def2-TZVPD",
  "symbols": ["S", "C", "S", "C", "S", "S", "H", "H", "H", "H"],
  "xyz": [[1.7491, 1.4382, -0.0061], [0.7280, -0.0161, -0.3626], [1.6046, -1.5526, -0.2324], [-0.6420, -0.0684, -0.3162], [-1.6082, -1.4528, -0.3153], [-1.6522, 1.4707, -0.5501], [2.7468, 1.2518, -0.9298], [0.7331, -2.0640, -1.0308], [-2.4623, -1.0541, -1.2181], [-2.3536, 1.4838, 0.5583]],
  "gap_ev": 8.65,
  "smiles": "SC(S)=C(S)S",
  "lumo_ev": 0.497
}



#Q
{
  "formula": "C2H4S4",
  "method": "wB97M-V/def2-TZVPD",
  "symbols": ["S", "C", "S", "C", "S", "S", "H", "H", "H", "H"],
  "xyz": [[1.7656, 1.3870, 0.2716], [0.6457, 0.0855, -0.0943], [1.4691, -1.4936, -0.1068], [-0.7317, 0.1380, -0.1640], [-1.4379, -1.5030, -0.0630], [-1.7291, 1.4932, 0.0695], [1.2325, 2.3849, -0.3745], [2.5879, -0.9282, -0.3566], [-2.2952, -1.3093, -1.0616], [-2.7009, 0.8833, -0.6119]],
  "gap_ev": 8.61,
  "smiles": "SC(S)=C(S)S",
  "lumo_ev": 0.521
}



Quick one: least stable of them? #P



#P
{
  "formula": "C6H9NO2",
  "method": "wB97M-V/def2-TZVPD",
  "symbols": ["C", "C", "C", "C", "C", "C", "H", "H", "H", "H", "H", "H", "H", "H", "H", "N", "O", "O"],
  "xyz": [[-0.5181, 0.6772, -0.2038], [0.8680, 0.1080, -0.7252], [2.1034, 0.8483, -0.2165], [2.3162, -0.3679, 0.5824], [-2.0841, -1.1584, 0.0556], [-2.8532, 0.1531, 0.2590], [0.8867, -0.2048, -1.7974], [2.0953, 1.7759, 0.3824], [2.6898, 0.8867, -1.0605], [2.1452, -0.2939, 1.7727], [3.2232, -0.8945, 0.1605], [-1.4982, -1.4095, 0.9190], [-2.2110, -2.0195, -0.7477], [-3.6491, 0.7827, -0.3132], [-2.6203, 0.3023, 1.2662], [-1.6765, 0.1880, -0.5292], [-0.5228, 1.7865, 0.2650], [1.3055, -1.1603, -0.0693]],
  "gap_ev": 10.16,
  "lumo_ev": 0.856
}



#Q
{
  "formula": "C6H9NO2",
  "method": "wB97M-V/def2-TZVPD",
  "symbols": ["C", "C", "C", "C", "C", "C", "H", "H", "H", "H", "H", "H", "H", "H", "H", "N", "O", "O"],
  "xyz": [[-1.5287, -0.2034, -0.4772], [-0.5815, -1.0246, 0.4315], [0.5147, 0.0148, 0.7928], [-0.2648, 1.4660, 0.6186], [-1.3311, 1.1795, -0.1289], [1.7372, 0.0297, -0.1026], [-3.3787, 0.0487, -0.8226], [-3.0697, -1.6051, -0.4697], [-1.1014, -0.4090, -1.6492], [-1.1412, -1.0792, 1.4443], [-0.1273, -2.0350, -0.0599], [0.8875, -0.1675, 1.5813], [0.0763, 2.5521, 0.9782], [-2.2074, 2.2376, -0.3113], [3.2300, -1.1671, -0.6752], [-2.9321, -0.6667, -0.1828], [2.2657, -1.2006, 0.0420], [2.2445, 0.8906, -0.7347]],
  "gap_ev": 9.99,
  "lumo_ev": 0.525
}



#R
{
  "formula": "C6H9NO2",
  "method": "wB97M-V/def2-TZVPD",
  "symbols": ["C", "C", "C", "N", "C", "O", "H", "H", "H", "H", "H", "C", "C", "O", "H", "H", "H", "H"],
  "xyz": [[1.2760, -1.8012, -0.1853], [1.1704, -0.4759, -1.0706], [2.1693, 0.2584, -1.4622], [3.0359, 0.8393, -2.0062], [-0.1747, -0.0596, -1.3568], [-1.2187, -0.4477, -0.9693], [0.6184, -2.3909, -0.7234], [0.9367, -1.5291, 0.7252], [2.2845, -2.2649, -0.1937], [3.6937, 1.5101, -1.7550], [-0.1996, 0.8293, -2.0864], [-2.5226, 1.0722, 1.6031], [-1.1695, 0.4729, 1.6179], [-0.1871, 1.0564, 1.2402], [-2.5895, 1.8862, 2.2564], [-2.8158, 1.3807, 0.5874], [-3.1260, 0.2414, 1.9296], [-1.1813, -0.5777, 1.8487]],
  "gap_ev": 9.74,
  "smiles": "CC(=C=N)C=O.CC=O",
  "lumo_ev": 0.845
}



Quick one: least stable of them? #P



#P
{
  "formula": "C6H9NO2",
  "method": "wB97M-V/def2-TZVPD",
  "symbols": ["O", "C", "N", "O", "C", "C", "C", "C", "C", "H", "H", "H", "H", "H", "H", "H", "H", "H"],
  "xyz": [[2.6915, -1.8579, 0.0699], [2.9749, -0.6798, -0.1073], [2.1154, 0.3812, -0.0956], [2.5882, 1.6824, 0.1735], [0.7988, 0.2925, -0.3480], [0.0203, -0.7415, -0.0666], [-1.4756, -0.6275, -0.3820], [-2.1813, 0.6503, -0.2747], [-2.5221, -0.3559, 0.6436], [3.9758, -0.2690, -0.1350], [2.3946, 1.9665, 1.0443], [0.3318, 1.0620, -0.9396], [0.2837, -1.6283, 0.5506], [-1.8918, -1.1428, -1.3260], [-1.6197, 1.4841, 0.2331], [-2.7528, 0.9888, -1.2070], [-3.4840, -0.9500, 0.4672], [-2.2476, -0.2551, 1.6998]],
  "gap_ev": 9.57,
  "smiles": "O=CN(O)/C=C/C1CC1",
  "lumo_ev": 0.621
}



#Q
{
  "formula": "C6H9NO2",
  "method": "wB97M-V/def2-TZVPD",
  "symbols": ["O", "C", "C", "O", "C", "C", "N", "C", "C", "H", "H", "H", "H", "H", "H", "H", "H", "H"],
  "xyz": [[-2.4030, 1.7988, 0.1165], [-1.6467, 0.8829, 0.0220], [-1.6192, -0.7220, 0.4054], [-1.9261, -1.5097, -0.6912], [-0.0909, -0.4151, 0.5163], [1.1938, -1.0644, 0.1181], [2.0538, 0.1146, -0.2265], [1.1768, 1.3865, -0.2939], [-0.1842, 0.7667, -0.4603], [-2.0325, -1.0685, 1.3975], [-2.8312, -1.3215, -0.9757], [0.0689, -0.0420, 1.4928], [1.1012, -1.7528, -0.7502], [1.6649, -1.6301, 0.9432], [2.8824, 0.2363, 0.3950], [1.4437, 1.9864, -1.1640], [1.3415, 1.9948, 0.6251], [-0.1930, 0.3592, -1.4701]],
  "gap_ev": 9.50,
  "smiles": "O=C1[C@@H](O)[C@H]2CNC[C@H]12",
  "lumo_ev": 0.703
}



#R
{
  "formula": "C6H9NO2",
  "method": "wB97M-V/def2-TZVPD",
  "symbols": ["H", "N", "C", "C", "O", "C", "C", "C", "C", "O", "H", "H", "H", "H", "H", "H", "H", "H"],
  "xyz": [[1.5847, -0.0070, -1.7194], [2.3067, -0.6400, -1.3646], [1.8811, -1.4532, -0.5050], [0.4667, -1.6050, -0.0143], [0.2594, -2.1742, 1.0651], [-0.5698, -0.8049, -0.7052], [-0.6933, 0.4028, -0.1879], [-1.6867, 1.4170, -0.6523], [0.1140, 0.9536, 1.2142], [-0.0740, 0.1884, 2.3256], [2.5917, -2.1473, -0.0598], [-1.1956, -1.2612, -1.4654], [-2.2164, 1.0765, -1.5455], [-2.4283, 1.5946, 0.1322], [-1.1878, 2.3626, -0.8651], [-0.2986, 1.9480, 1.3930], [1.1657, 1.0133, 0.8931], [-0.0196, -0.8641, 2.0613]],
  "gap_ev": 9.04,
  "smiles": "[H]/N=C\\C(=O)/C=C(/C)CO",
  "lumo_ev": -0.681
}



Quick one: least stable of them? #P



#P
{
  "formula": "C6H9NO2",
  "method": "wB97M-V/def2-TZVPD",
  "symbols": ["C", "N", "C", "C", "H", "H", "H", "H", "H", "H", "H", "C", "O", "C", "C", "O", "H", "H"],
  "xyz": [[-0.5239, 1.0679, 1.2419], [-0.8972, 0.0768, 0.1988], [-0.2583, 0.3238, -1.1475], [-0.1883, 1.6071, -1.6117], [-1.9127, 0.0623, 0.0666], [-0.6146, -0.4397, -1.8263], [0.5618, 1.0778, 1.3005], [-0.9101, 2.0365, 0.9353], [-0.9462, 0.7641, 2.1949], [0.0341, 2.4580, -0.9853], [-0.0861, 1.7450, -2.6782], [-0.5221, -1.4670, 0.5546], [-0.1088, -1.6210, 1.8187], [1.2960, -0.8069, -0.5268], [2.4955, -0.9652, -0.6537], [-1.1213, -2.2747, -0.0925], [0.1552, -2.5448, 1.9423], [3.5470, -1.0999, -0.7317]],
  "gap_ev": 8.16,
  "lumo_ev": 0.484
}



#Q
{
  "formula": "C6H9NO2",
  "method": "wB97M-V/def2-TZVPD",
  "symbols": ["C", "C", "C", "C", "C", "C", "H", "H", "H", "H", "H", "H", "H", "H", "H", "N", "O", "O"],
  "xyz": [[1.4156, 1.1306, 0.2066], [-0.0292, 0.6828, 0.0384], [-1.1585, 0.4485, -0.9578], [-1.1436, -1.4929, 0.3753], [0.2724, -0.6874, 0.2904], [1.5123, -0.1895, 1.0691], [2.9665, 0.6198, -1.0468], [1.6499, 1.9407, 0.9005], [-0.5330, 1.2531, 0.8686], [-0.6651, 0.1410, -1.9245], [-1.7250, 1.4592, -1.2967], [-2.9104, -0.0754, 0.2298], [-0.9290, -2.5706, -0.1087], [-1.4139, -1.8234, 1.5713], [0.6598, -0.9170, -0.6525], [-2.0925, -0.5541, -0.3491], [1.9646, 1.1084, -1.2328], [2.1592, -0.4739, 2.0188]],
  "gap_ev": 9.50,
  "lumo_ev": 0.425
}



#R
{
  "formula": "C6H9NO2",
  "method": "wB97M-V/def2-TZVPD",
  "symbols": ["C", "C", "C", "N", "C", "C", "C", "O", "O", "H", "H", "H", "H", "H", "H", "H", "H", "H"],
  "xyz": [[0.9626, 1.5404, -0.9098], [-1.5514, 0.0140, -0.6039], [-0.7170, -0.7388, 1.7898], [0.7767, 0.3825, -1.8062], [-0.5446, -0.9947, -0.9131], [0.8135, 0.5663, 0.1612], [-0.4134, -0.1625, 0.4303], [1.9446, 0.1936, 0.7789], [-0.3164, -2.1145, -1.2864], [1.8341, -0.6737, 1.1941], [1.6641, -0.1147, -1.8828], [1.9399, 2.0228, -0.9372], [0.1651, 2.2736, -1.0093], [-2.4883, -0.4067, -0.2518], [-1.6605, 0.9158, -1.1945], [-1.1404, 0.0120, 2.4634], [0.1649, -1.1591, 2.2812], [-1.4335, -1.5562, 1.6961]],
  "gap_ev": 8.37,
  "lumo_ev": 0.497
}



#S
{
  "formula": "C6H9NO2",
  "method": "wB97M-V/def2-TZVPD",
  "symbols": ["C", "C", "C", "C", "O", "H", "H", "H", "H", "H", "H", "C", "N", "C", "O", "H", "H", "H"],
  "xyz": [[-1.8302, 1.6675, 0.9168], [-0.7732, 1.6732, -0.2335], [0.6833, 1.1635, 0.1415], [0.2598, 2.6158, -0.1009], [0.5967, 3.7487, -0.3328], [-2.6639, 2.2031, 0.6403], [-1.3327, 2.1316, 1.7048], [-2.0429, 0.5888, 1.3206], [-1.1334, 1.4103, -1.2772], [1.1870, 0.7672, -0.7124], [0.7925, 0.6968, 1.1337], [0.6193, -2.9666, -1.2821], [1.2226, -2.9092, -0.0138], [1.2922, -2.2664, 0.9725], [1.3851, -1.7745, 2.0152], [-0.4684, -3.1397, -1.2665], [1.3177, -3.6391, -1.9055], [0.8883, -1.9710, -1.7207]],
  "gap_ev": 9.65,
  "smiles": "C[C@@H]1CC1=O.CN=C=O",
  "lumo_ev": 0.374
}



Quick one: least stable of them? #P



#P
{
  "formula": "C3H4ClF",
  "method": "wB97M-V/def2-TZVPD",
  "symbols": ["C", "C", "C", "F", "Cl", "H", "H", "H", "H"],
  "xyz": [[-1.3273, -0.5446, 0.1349], [-0.2963, 0.2253, -0.5963], [1.0484, 0.3034, 0.1936], [1.5566, 1.6354, -0.0273], [2.2661, -0.8148, -0.1647], [-2.4092, -0.5430, -0.3721], [-1.2830, -0.9229, 1.0993], [-0.4641, 0.3575, -1.6595], [0.9088, 0.3037, 1.3921]],
  "gap_ev": 10.53,
  "smiles": "C=C[C@H](F)Cl",
  "lumo_ev": 0.482
}



#Q
{
  "formula": "C3H4ClF",
  "method": "wB97M-V/def2-TZVPD",
  "symbols": ["C", "C", "Cl", "C", "F", "H", "H", "H", "H"],
  "xyz": [[0.3091, -0.1527, 1.1050], [0.0584, 0.4441, -0.1812], [-0.1713, 2.1492, -0.2504], [-0.2255, -0.1405, -1.3810], [-0.4107, -1.4911, -1.3796], [1.0755, 0.3490, 1.8441], [-0.5929, -0.1999, 1.7345], [0.4038, -1.1435, 0.8284], [-0.4464, 0.1855, -2.3199]],
  "gap_ev": 10.13,
  "smiles": "C/C(Cl)=C\\F",
  "lumo_ev": 0.975
}



Quick one: least stable of them? #P



#P
{
  "formula": "C3H4ClF",
  "method": "wB97M-V/def2-TZVPD",
  "symbols": ["C", "C", "Cl", "C", "F", "H", "H", "H", "H"],
  "xyz": [[-0.1246, 1.1653, -0.0482], [0.6037, -0.2046, 0.0306], [2.3024, -0.6169, -0.1245], [-0.2377, -1.2026, 0.0517], [-1.5491, -0.9888, -0.2227], [0.1315, 1.6851, 0.8640], [0.2358, 1.5903, -1.0103], [-1.1672, 0.7892, 0.0182], [-0.1946, -2.2169, 0.4412]],
  "gap_ev": 10.39,
  "smiles": "C/C(Cl)=C\\F",
  "lumo_ev": 0.984
}



#Q
{
  "formula": "C3H4ClF",
  "method": "wB97M-V/def2-TZVPD",
  "symbols": ["C", "C", "C", "F", "Cl", "H", "H", "H", "H"],
  "xyz": [[0.6353, -0.5667, -0.6334], [-0.2540, 0.2104, 0.0889], [-1.8809, 0.5230, 0.3249], [-2.2789, 1.6029, -0.4154], [-2.8576, -0.9281, -0.0141], [1.6946, -0.3263, -0.6127], [0.3443, -1.3132, -1.3429], [0.3009, 0.6841, 0.9565], [-1.8396, 0.8431, 1.3441]],
  "gap_ev": 11.00,
  "smiles": "C=C[C@@H](F)Cl",
  "lumo_ev": 0.924
}



#R
{
  "formula": "C3H4ClF",
  "method": "wB97M-V/def2-TZVPD",
  "symbols": ["C", "C", "C", "F", "Cl", "H", "H", "H", "H"],
  "xyz": [[1.3704, -0.3702, -0.3602], [0.0836, -0.5267, 0.0835], [-0.8659, 0.6147, 0.2174], [-0.7969, 1.7941, -0.2616], [-2.5793, -0.3153, -0.3146], [2.3647, -0.9528, -0.4433], [1.8945, 0.4089, -1.0066], [-0.3647, -1.4235, 0.7476], [-1.1064, 0.7709, 1.3378]],
  "gap_ev": 10.62,
  "smiles": "C=C[C@@H](F)Cl",
  "lumo_ev": 0.393
}



Quick one: least stable of them? #R